[1]
Entry from OMol25: an isolated molecule of C3H2Br2O2 at a distorted geometry (the ωB97M-V functional and the def2-TZVPD basis).

The calculation puts the total energy at -5413.8892 Eh. The calculation puts the HOMO energy at -8.298 eV.

Each line ends with the Mulliken charge.
Element x y z (Å)
C  2.2296  1.3220  -0.1800  0.63
C  0.1611  0.1865  0.2371  -0.34
C  2.8122  0.1146  -0.2890  -0.17
O  2.4450  2.4809  -0.0463  -0.49
O  0.5990  1.0301  -0.5308  -0.31
Br  4.7220  0.1518  0.1174  -0.10
Br  1.8618  -1.3938  -0.1306  0.01
H  -0.5659  -0.5282  -0.0728  0.42
H  0.3866  0.2276  1.3406  0.36


[2]
Entry from OMol25: a cluster of 2 separate species, C3H2BrClO in total at a distorted geometry (the ωB97M-V functional and the def2-TZVPD basis).

The calculation puts the total energy at -3224.8733 Eh. Its SMILES is O=C(Cl)Br.C#C. The calculation puts the HOMO energy at -10.807 eV.

Each line ends with the Mulliken charge.
Element x y z (Å)
C  1.8790  0.8399  0.0649  -0.50
C  1.6235  -0.2386  0.5340  -0.31
C  -1.6989  -0.4186  -0.4393  0.48
O  -1.6623  -1.0094  -1.4375  -0.33
Cl  -1.7756  -1.1878  1.0932  -0.11
Br  -1.8768  1.4255  -0.4323  -0.06
H  2.2728  1.7778  -0.1898  0.40
H  1.2383  -1.1889  0.8068  0.43


[3]
Entry from OMol25: a structure of composition C3H2BrF3N2 at a distorted geometry (the ωB97M-V functional and the def2-TZVPD basis).

The calculation puts the total energy at -3098.2890 Eh. The calculation puts the HOMO energy (spin up / spin down) at -9.022 / -8.891 eV.

Each line ends with the Mulliken charge.
Element x y z (Å)
C  -0.3220  0.0393  -1.5435  -0.43
C  -1.1583  0.4964  -0.6431  -0.22
C  1.1320  -0.6698  0.2605  0.22
N  -0.6808  0.4607  0.7333  0.59
N  0.4370  0.1247  1.1382  -0.17
F  2.4263  -0.5500  0.0570  -0.16
F  -1.6064  0.7292  1.8133  -0.24
F  1.3083  1.5747  1.2519  -0.44
Br  0.5507  -2.4164  0.0414  0.01
H  0.1141  -0.4466  -2.3708  0.43
H  -2.2009  0.6580  -0.7382  0.41